1.
The following is a DFT calculation (ωB97M-V with the def2-TZVPD basis set) of a cluster of 7 separate species, C28H77N7O7 in total in a non-equilibrium geometry.

Structure (XYZ):
```
119
Properties=species:S:1:pos:R:3:mulliken_charge:R:1
C 5.051 9.814 24.518 -1.473
C 6.452 9.480 25.152 0.952
C 6.691 9.846 26.641 -1.251
O 6.841 11.290 26.890 -0.260
C 6.951 11.474 28.246 -0.861
N 6.474 8.024 25.043 -0.706
H 4.275 9.192 24.965 0.303
H 5.073 9.799 23.428 0.593
H 4.734 10.849 24.646 -0.020
H 7.197 9.996 24.546 0.143
H 7.524 9.288 27.070 0.549
H 5.776 9.516 27.133 0.409
H 7.091 12.555 28.254 0.234
H 7.667 10.866 28.800 0.321
H 5.983 11.241 28.691 0.352
H 7.327 7.598 25.376 0.244
H 6.434 7.754 24.071 0.277
C -0.018 12.135 14.747 -1.789
C 0.073 12.720 16.164 1.145
C -1.428 12.724 16.755 -0.650
O -2.228 13.845 16.397 -0.439
C -1.844 15.071 17.057 -0.164
N 0.935 11.792 16.950 -0.733
H -0.453 11.136 14.745 0.393
H 0.966 12.119 14.277 0.426
H -0.589 12.760 14.061 0.371
H 0.532 13.709 16.191 0.020
H -1.433 12.729 17.845 0.137
H -1.974 11.793 16.601 0.395
H -1.687 14.943 18.128 0.326
H -2.570 15.884 17.015 0.252
H -0.886 15.320 16.603 -0.212
H 1.841 11.783 16.503 0.412
H 1.155 12.244 17.826 0.237
C 7.013 14.008 25.091 -1.462
C 7.780 13.155 24.048 1.391
C 8.526 13.952 22.895 -0.840
O 7.682 14.903 22.224 -0.485
C 6.705 14.274 21.381 -0.380
N 8.752 12.291 24.699 -0.770
H 6.440 13.466 25.843 0.320
H 6.237 14.544 24.543 0.346
H 7.742 14.690 25.530 0.338
H 7.007 12.522 23.611 -0.164
H 9.048 13.295 22.200 0.407
H 9.293 14.589 23.335 0.375
H 6.579 14.813 20.442 0.140
H 5.721 14.294 21.850 0.095
H 7.008 13.247 21.182 0.363
H 8.176 11.933 25.448 0.100
H 9.095 11.467 24.226 0.359
C -1.132 18.667 17.257 -0.979
C -0.174 18.789 16.037 0.343
C 0.124 17.686 15.096 -0.469
O -1.111 17.200 14.548 -0.325
C -0.954 16.112 13.627 -0.732
N -0.653 20.033 15.336 -0.807
H -2.180 18.497 17.011 0.304
H -1.217 19.530 17.917 0.453
H -0.782 17.824 17.853 -0.082
H 0.781 19.113 16.450 0.295
H 0.603 16.954 15.746 0.165
H 0.880 18.096 14.427 0.428
H -0.380 16.374 12.738 0.417
H -1.933 15.857 13.221 0.263
H -0.395 15.246 13.980 0.150
H -1.515 19.728 14.908 0.296
H -0.902 20.666 16.083 0.293
C 6.697 11.798 17.115 -1.725
C 5.534 12.480 17.855 0.674
C 5.658 14.026 17.692 -0.482
O 6.953 14.626 17.833 -0.390
C 6.855 16.096 17.688 -0.730
N 4.240 11.909 17.581 -0.479
H 7.725 12.065 17.359 0.329
H 6.554 11.837 16.035 0.394
H 6.632 10.711 17.171 0.470
H 5.651 12.193 18.900 0.198
H 4.999 14.543 18.388 0.112
H 5.337 14.317 16.692 0.438
H 6.010 16.518 18.232 0.285
H 6.720 16.426 16.658 0.323
H 7.800 16.521 18.025 0.258
H 3.568 12.168 18.289 0.102
H 4.363 10.908 17.630 0.252
C 1.440 15.330 19.218 -1.637
C 2.046 14.138 20.003 2.195
C 2.124 14.351 21.508 -1.054
O 2.722 13.131 22.080 -0.265
C 3.079 13.151 23.489 -0.603
N 1.410 12.891 19.689 -0.140
H 2.259 16.019 19.016 0.430
H 0.599 15.867 19.658 0.450
H 0.958 15.013 18.293 0.085
H 3.050 14.083 19.583 -1.062
H 1.151 14.564 21.951 0.292
H 2.747 15.229 21.675 0.464
H 3.492 12.179 23.760 -0.088
H 2.161 13.307 24.056 0.390
H 3.810 13.930 23.702 0.411
H 0.503 12.806 20.125 -0.075
H 1.885 12.316 20.369 0.106
C -1.699 10.900 23.304 -1.475
C -0.513 11.288 22.416 0.291
C 0.482 10.062 22.285 -0.887
O 1.124 9.743 23.532 -0.287
C 1.556 8.412 23.539 -0.812
N -1.006 11.772 21.205 -0.444
H -2.092 11.886 23.553 0.424
H -1.322 10.353 24.167 0.426
H -2.515 10.372 22.811 0.335
H 0.084 12.052 22.914 -0.086
H 1.167 10.283 21.466 0.428
H -0.069 9.211 21.883 0.553
H 2.020 8.168 22.584 0.358
H 0.678 7.792 23.720 0.355
H 2.339 8.289 24.288 0.218
H -1.863 12.249 21.446 0.279
H -1.418 10.910 20.875 0.316
```

Values from the calculation:
strongest force on any atom	4.173	eV Å⁻¹
net charge	0
energy	-55040.9428	eV
gap between HOMO and LUMO	9.2	eV
relative energy (zero: lowest compared OMol25 entry of this formula, charge and spin)	4.192	eV
2S+1	1


2.
The following is a DFT calculation (ωB97M-V with the def2-TZVPD basis set) of a cluster of 7 separate species, C28H77N7O7 in total in a non-equilibrium geometry.

Structure (XYZ):
```
119
Properties=species:S:1:pos:R:3:mulliken_charge:R:1
C 1.437 6.180 -1.517 -1.521
C 1.375 5.884 -0.035 1.041
C 2.659 5.260 0.517 -0.473
O 2.839 3.954 0.010 -0.441
C 3.853 3.245 0.717 -0.631
N 1.123 7.162 0.640 -0.720
H 0.459 6.564 -1.822 0.433
H 1.438 5.271 -2.126 0.276
H 2.252 6.849 -1.782 0.373
H 0.568 5.184 0.184 -0.137
H 2.567 5.286 1.612 -0.026
H 3.545 5.875 0.310 0.428
H 3.972 2.285 0.219 0.089
H 3.511 3.108 1.745 0.249
H 4.805 3.785 0.676 0.455
H 1.823 7.829 0.331 0.277
H 1.190 7.128 1.651 0.255
C -1.698 -3.024 -2.082 -0.943
C -1.079 -3.966 -1.036 1.930
C -1.580 -5.390 -1.295 -1.025
O -3.000 -5.399 -1.328 -0.214
C -3.488 -6.683 -1.603 -0.796
N 0.390 -3.889 -1.118 -0.733
H -1.153 -3.051 -3.030 0.278
H -1.644 -1.973 -1.781 -0.152
H -2.759 -3.237 -2.205 0.329
H -1.330 -3.503 -0.073 -0.751
H -1.214 -6.087 -0.536 0.396
H -1.190 -5.663 -2.281 0.372
H -4.575 -6.662 -1.681 0.224
H -3.262 -7.393 -0.795 0.298
H -3.061 -7.087 -2.529 0.331
H 0.750 -3.811 -0.165 0.426
H 0.579 -2.993 -1.558 0.129
C 1.597 -0.499 -5.040 -1.709
C 1.285 0.139 -3.712 0.734
C -0.175 0.576 -3.685 -0.821
O -0.390 1.453 -2.576 -0.253
C -1.676 2.015 -2.658 -0.796
N 1.524 -0.890 -2.682 -0.365
H 1.041 -1.412 -5.259 0.311
H 2.669 -0.677 -5.141 0.403
H 1.333 0.141 -5.894 0.454
H 1.929 1.017 -3.582 0.233
H -0.856 -0.280 -3.646 -0.018
H -0.426 1.070 -4.629 0.494
H -2.514 1.310 -2.711 0.005
H -1.719 2.662 -3.543 0.424
H -1.941 2.668 -1.822 0.261
H 2.516 -1.068 -2.561 0.249
H 1.267 -0.408 -1.815 -0.144
C -4.606 -0.927 -3.845 -1.092
C -5.510 -1.591 -2.786 0.883
C -5.886 -0.567 -1.714 -1.229
O -4.689 -0.227 -1.010 -0.052
C -4.915 1.038 -0.413 -0.950
N -6.741 -1.947 -3.487 -0.757
H -4.881 0.127 -3.959 0.355
H -4.792 -1.288 -4.856 0.516
H -3.568 -0.953 -3.516 -0.068
H -5.003 -2.428 -2.299 0.176
H -6.654 -1.002 -1.065 0.343
H -6.356 0.311 -2.162 0.408
H -5.316 1.778 -1.114 0.446
H -3.994 1.482 -0.030 0.150
H -5.624 0.956 0.418 0.352
H -7.417 -2.466 -2.935 0.249
H -6.562 -2.558 -4.275 0.260
C 0.926 -0.178 4.926 -1.412
C 2.302 0.390 4.536 1.529
C 2.376 1.877 4.787 -0.864
O 3.514 2.390 4.145 -0.383
C 3.614 3.810 4.295 -0.823
N 3.298 -0.417 5.279 -0.781
H 0.873 -1.264 4.925 0.308
H 0.117 0.245 4.326 0.230
H 0.785 0.149 5.962 0.442
H 2.433 0.229 3.457 -0.526
H 2.306 2.083 5.864 0.500
H 1.458 2.289 4.346 0.246
H 4.558 4.154 3.880 0.242
H 3.556 3.973 5.373 0.367
H 2.803 4.290 3.741 0.284
H 3.389 -1.316 4.809 0.324
H 4.183 0.011 4.978 0.376
C -0.083 2.484 1.377 -1.779
C 0.519 1.138 0.970 1.445
C -0.604 0.128 0.771 0.445
O -1.383 -0.029 1.923 -0.546
C -2.436 -0.954 1.657 0.082
N 1.270 1.271 -0.296 -0.060
H -0.624 2.917 0.529 0.100
H 0.637 3.238 1.696 0.157
H -0.817 2.373 2.180 0.555
H 1.180 0.751 1.753 -0.167
H -0.173 -0.821 0.407 -0.308
H -1.168 0.417 -0.132 0.326
H -3.110 -0.616 0.869 -0.285
H -2.999 -0.969 2.591 0.293
H -1.966 -1.917 1.446 -0.051
H 1.668 2.207 -0.223 -0.089
H 0.562 1.351 -1.044 0.205
C 4.377 -2.925 1.177 -1.606
C 3.154 -2.041 0.950 0.930
C 2.049 -2.281 1.983 0.954
O 1.476 -3.546 1.687 -0.477
C 0.619 -4.092 2.665 -0.823
N 3.548 -0.607 1.015 -0.408
H 4.143 -3.958 0.915 0.328
H 4.653 -2.911 2.233 0.301
H 5.237 -2.622 0.579 0.473
H 2.759 -2.215 -0.057 -0.251
H 1.267 -1.546 1.763 -0.422
H 2.413 -2.236 3.012 -0.149
H 0.295 -5.102 2.429 0.270
H -0.234 -3.421 2.818 0.224
H 1.188 -4.151 3.602 0.358
H 4.266 -0.540 0.295 0.361
H 2.772 -0.083 0.602 0.077
```

Values from the calculation:
strongest force on any atom	1.978	eV Å⁻¹
net charge	0
energy	-55044.4100	eV
gap between HOMO and LUMO	9.4	eV
relative energy (zero: lowest compared OMol25 entry of this formula, charge and spin)	0.725	eV
2S+1	1